DFT (wB97M-V/def2-TZVPD) results for a structure of composition C4H7LiO2 at a distorted geometry.

The geometry in XYZ format:
```
14
Properties=species:S:1:pos:R:3:mulliken_charge:R:1
O 0.1819 -1.0828 0.4659 -0.378
Li 0.4438 -2.9735 0.4106 0.872
C -0.9773 -1.5843 0.9094 -0.133
O -1.9582 -0.7600 0.9393 -0.278
C -1.7474 0.7394 0.1594 -1.222
C 0.6125 0.3211 0.1578 -0.075
C 1.8761 0.1430 -0.6625 -1.034
H -1.3314 1.3723 0.9574 0.458
H -1.6583 1.6064 -0.5137 0.345
H -2.5774 0.4798 -0.5199 0.284
H 0.4984 1.3966 0.3416 0.365
H 2.2395 1.1364 -0.9689 0.359
H 2.6800 -0.3464 -0.0901 0.232
H 1.7177 -0.4481 -1.5864 0.206
```

Properties
HOMO-LUMO gap (spin up / spin down) (Eh): 0.1775 / 0.1982
Total charge: 0
LUMO (spin up / spin down) (Eh): -0.03385 / -0.03539
HOMO (spin up / spin down) (eV): -5.75 / -6.36
Energy relative to the best compared isomer or geometry (same formula, charge and spin) (kcal per mole): 202.5

DFT (wB97M-V/def2-TZVPD) results for a structure of composition C4H7MgO4 at a distorted geometry.

The geometry in XYZ format:
```
16
Properties=species:S:1:pos:R:3:mulliken_charge:R:1
O -0.9601 0.8444 1.8984 -0.322
C 0.1005 1.4702 1.4335 1.281
O 1.1973 1.3047 2.0559 -0.769
Mg 1.6907 3.2568 1.4488 0.283
O 0.0688 2.2265 0.4301 -0.697
C -1.7817 0.1581 0.8703 -0.550
H -2.0290 0.8587 0.0636 0.308
H -1.3715 -0.8197 0.5926 0.209
H -2.6967 -0.0872 1.4200 0.268
C 0.8402 -0.8089 -1.7098 0.236
C 0.1619 -1.9225 -1.3839 -0.951
O 2.1567 -0.5782 -1.4929 -0.465
H 0.4239 -0.0662 -2.3936 0.317
H 0.5194 -2.5834 -0.5903 0.261
H -0.8192 -2.0827 -1.8297 0.306
H 2.4989 -1.1705 -0.8131 0.283
```

Properties
HOMO-LUMO gap (spin up / spin down) (Eh): 0.2636 / 0.3074
Spin multiplicity: 2
Total charge: 0
LUMO (spin up / spin down) (Eh): 0.01169 / -0.02599
HOMO (spin up / spin down) (eV): -6.86 / -9.07
Energy relative to the best compared isomer or geometry (same formula, charge and spin) (kcal per mole): 0.0

For each record above, in turn, the calculated E_tot values are -314.26955 -657.64398 hartree.